1.
# C2H5N2

A gas-phase ion, C2H5N2 (charge +1) in a non-equilibrium geometry (wB97M-V/def2-TZVPD, the OMol25 dataset).

As for the charge: +1. For the HOMO energy, the calculation gives -16.486 eV.

Each atom is followed by the atoms it is bonded to, with distances in Å.
Cartesian coordinates (Å):
1 C 0.061 1.080 0.050  C2 1.899, N3 1.322, N4 1.340, H5 1.016
2 C -0.064 -0.814 0.001  C1 1.899, N3 1.441, N4 1.388, H6 1.116, H7 1.126
3 N 1.001 0.152 0.089  C1 1.322, C2 1.441, H8 0.955
4 N -0.975 0.232 0.050  C1 1.340, C2 1.388, H9 1.059
5 H 0.366 2.050 0.059  C1 1.016
6 H -0.173 -1.506 -0.868  C2 1.116
7 H -0.084 -1.502 0.892  C2 1.126
8 H 1.899 0.101 -0.234  N3 0.955
9 H -2.031 0.207 -0.038  N4 1.059


2.
# C4H13N3

C4H13N3 in the gas phase in a non-equilibrium geometry (wB97M-V/def2-TZVPD, the OMol25 dataset).

For the HOMO energy, the calculation gives -8.048 eV. The structure (SMILES) is CNCCNCN.

Each atom is followed by the atoms it is bonded to, with distances in Å.
Cartesian coordinates (Å):
1 C -2.987 0.283 0.503  N2 1.455, H8 1.093, H9 1.098, H10 1.072
2 N -1.895 0.210 -0.456  C1 1.455, C3 1.491, H11 1.000
3 C -0.927 -0.903 -0.238  N2 1.491, C4 1.556, H12 1.098, H13 1.102
4 C 0.381 -0.575 -1.013  C3 1.556, N5 1.445, H14 1.099, H15 1.096
5 N 0.985 0.638 -0.512  C4 1.445, C6 1.448, H16 0.995
6 C 2.286 0.517 0.112  N5 1.448, N7 1.430, H17 1.089, H18 1.108
7 N 2.228 -0.097 1.402  C6 1.430, H19 1.009, H20 1.009
8 H -2.531 0.426 1.486  C1 1.093
9 H -3.489 -0.692 0.440  C1 1.098
10 H -3.675 1.071 0.268  C1 1.072
11 H -1.459 0.773 -1.157  N2 1.000
12 H -0.764 -1.188 0.810  C3 1.098
13 H -1.415 -1.778 -0.697  C3 1.102
14 H 0.005 -0.513 -2.044  C4 1.099
15 H 0.946 -1.512 -0.942  C4 1.096
16 H 0.310 1.344 -0.323  N5 0.995
17 H 2.658 1.536 0.210  C6 1.089
18 H 3.006 0.044 -0.584  C6 1.108
19 H 3.093 -0.031 1.917  N7 1.009
20 H 1.836 -1.027 1.436  N7 1.009


3.
# C6H6S2

2 unconnected molecules or ions with the total composition C6H6S2 in a non-equilibrium geometry (wB97M-V/def2-TZVPD, the OMol25 dataset).

For the HOMO energy, the calculation gives -8.839 eV.

Each atom is followed by the atoms it is bonded to, with distances in Å.
Cartesian coordinates (Å):
1 C 1.421 -0.408 1.441  C2 1.470, H8 1.032
2 C 2.008 -0.714 0.129  C1 1.470, C3 1.451, H9 1.163
3 C 0.960 -0.690 -0.875  C2 1.451, C4 1.336, H10 1.038
4 C -0.234 -0.117 -1.043  C3 1.336, C5 1.447, H11 1.125
5 C -0.886 0.987 -0.372  C4 1.447, C6 1.597, S13 1.651
6 C -2.410 0.639 -0.044  C5 1.597, H12 1.326, S14 1.732
7 H -0.006 0.065 1.511  no bonds
8 H 2.165 -0.436 2.156  C1 1.032
9 H 3.150 -0.883 -0.014  C2 1.163
10 H 1.303 -1.279 -1.658  C3 1.038
11 H -0.995 -0.589 -1.724  C4 1.125
12 H -2.958 1.846 -0.071  C6 1.326
13 S -0.460 2.486 0.175  C5 1.651
14 S -3.059 -0.907 0.388  C6 1.732


Repeat the second record exactly.
# C4H13N3

C4H13N3 in the gas phase in a non-equilibrium geometry (wB97M-V/def2-TZVPD, the OMol25 dataset).

For the HOMO energy, the calculation gives -8.048 eV. The structure (SMILES) is CNCCNCN.

Each atom is followed by the atoms it is bonded to, with distances in Å.
Cartesian coordinates (Å):
1 C -2.987 0.283 0.503  N2 1.455, H8 1.093, H9 1.098, H10 1.072
2 N -1.895 0.210 -0.456  C1 1.455, C3 1.491, H11 1.000
3 C -0.927 -0.903 -0.238  N2 1.491, C4 1.556, H12 1.098, H13 1.102
4 C 0.381 -0.575 -1.013  C3 1.556, N5 1.445, H14 1.099, H15 1.096
5 N 0.985 0.638 -0.512  C4 1.445, C6 1.448, H16 0.995
6 C 2.286 0.517 0.112  N5 1.448, N7 1.430, H17 1.089, H18 1.108
7 N 2.228 -0.097 1.402  C6 1.430, H19 1.009, H20 1.009
8 H -2.531 0.426 1.486  C1 1.093
9 H -3.489 -0.692 0.440  C1 1.098
10 H -3.675 1.071 0.268  C1 1.072
11 H -1.459 0.773 -1.157  N2 1.000
12 H -0.764 -1.188 0.810  C3 1.098
13 H -1.415 -1.778 -0.697  C3 1.102
14 H 0.005 -0.513 -2.044  C4 1.099
15 H 0.946 -1.512 -0.942  C4 1.096
16 H 0.310 1.344 -0.323  N5 0.995
17 H 2.658 1.536 0.210  C6 1.089
18 H 3.006 0.044 -0.584  C6 1.108
19 H 3.093 -0.031 1.917  N7 1.009
20 H 1.836 -1.027 1.436  N7 1.009